{
  "formula": "C7H18N3O",
  "method": "ωB97M-V/def2-TZVPD",
  "elements": ["C", "C", "C", "C", "C", "C", "C", "N", "N", "N", "O", "H", "H", "H", "H", "H", "H", "H", "H", "H", "H", "H", "H", "H", "H", "H", "H", "H", "H"],
  "xyz": [[-1.88682, 2.21920, -1.39313], [-2.86153, -0.93102, -0.15116], [-1.31888, -0.36700, 1.65776], [1.43101, -0.84064, -1.04623], [0.41292, 0.21130, -1.09795], [2.31807, -0.88857, 0.19445], [-1.38391, -0.78660, 0.23484], [-0.77712, 0.26185, -0.53729], [-1.55197, 1.42414, -0.42616], [3.64723, -0.61320, -0.03398], [1.37708, 2.10861, 1.06028], [-2.34090, 3.15803, -1.18073], [-1.94459, 1.95011, -2.52995], [-3.40956, 0.10310, -0.05484], [-3.21422, -1.07693, -1.19108], [-3.34988, -1.66080, 0.36752], [-1.37444, -1.21760, 2.32467], [-2.09748, 0.50418, 1.91979], [-0.34620, 0.09466, 1.92720], [2.12838, -0.57632, -1.88950], [0.99479, -1.80514, -1.34355], [0.87102, 2.03076, 1.93247], [0.74439, 1.22047, -1.50744], [1.93778, -0.01360, 0.81871], [2.03028, -1.80859, 0.79947], [-0.76610, -1.65346, -0.01182], [4.25202, -1.21898, -0.54462], [4.06183, 0.24840, 0.14271], [2.24805, 2.48678, 1.40673]],
  "forces_ev_per_a": [[0.189, -0.089, -2.378], [-0.816, 3.723, -2.431], [-0.050, 2.150, 2.405], [-0.469, -0.467, -3.127], [3.832, 2.817, -2.663], [-2.147, 1.151, 3.057], [-0.896, -0.456, -0.616], [-5.077, 3.930, 2.060], [1.927, -3.469, -1.878], [1.138, -1.535, -0.361], [0.708, 0.661, 2.769], [-0.052, 0.622, 0.572], [0.476, -0.035, 2.281], [1.062, -1.982, 0.824], [1.342, -0.533, -0.035], [-1.157, -1.788, 1.880], [-0.628, -0.063, 0.219], [1.407, -2.270, -0.646], [-0.269, -0.343, -0.427], [-0.706, -0.361, 0.692], [0.206, -0.073, 0.361], [0.820, 0.196, -1.768], [-0.544, -1.419, 0.665], [0.538, -1.284, -0.475], [0.857, 0.743, -0.748], [-0.329, -0.196, 0.401], [-0.005, -0.502, -0.211], [0.239, 1.495, 0.477], [-1.597, -0.622, -0.900]],
  "nbo_charge": [-0.14, -0.63, -0.62, -0.51, 0.10, -0.23, -0.09, -0.11, -0.05, -0.80, -0.96, 0.24, 0.25, 0.23, 0.24, 0.24, 0.25, 0.24, 0.21, 0.26, 0.24, 0.48, 0.22, 0.23, 0.20, 0.24, 0.38, 0.39, 0.49],
  "e_tot_ha": -516.5189,
  "homo_lumo_gap_ev": [5.9, 4.5],
  "total_charge": 1,
  "multiplicity": 3
}